Record 1
Entry from the OMol25 dataset: a 4-piece molecular cluster, C13H33NO3S2 overall in a non-equilibrium geometry (ωB97M-V with the def2-TZVPD basis set).

Last column: Mulliken charge in e.
Geometry (Å):
C (-41.148, 28.472, 3.384)  -1.23
C (-41.473, 28.857, 1.931)  -0.59
C (-40.294, 28.717, 1.054)  -0.14
C (-40.364, 29.248, -0.231)  -0.66
N (-39.160, 29.219, -1.132)  0.66
C (-38.057, 30.174, -0.711)  -0.39
C (-37.164, 30.277, -1.950)  -1.58
C (-38.176, 30.276, -3.177)  -1.16
C (-39.445, 29.555, -2.551)  -0.15
C (-38.548, 27.846, -1.264)  -0.78
H (-42.137, 28.511, 4.043)  0.31
H (-40.382, 29.108, 3.844)  0.32
H (-40.572, 27.349, 3.574)  0.26
H (-41.935, 29.840, 1.842)  0.42
H (-42.376, 28.384, 1.694)  0.48
H (-39.949, 27.643, 1.437)  0.10
H (-39.488, 29.280, 1.580)  0.21
H (-40.831, 30.288, -0.163)  0.34
H (-41.063, 28.687, -0.813)  0.08
H (-37.650, 29.809, 0.207)  0.47
H (-38.651, 31.196, -0.374)  0.34
H (-36.541, 29.430, -1.916)  0.42
H (-36.562, 30.948, -1.735)  0.92
H (-37.946, 29.907, -4.029)  0.61
H (-38.467, 31.281, -3.367)  0.37
H (-39.808, 28.590, -3.045)  0.28
H (-40.150, 30.353, -2.577)  0.15
H (-39.291, 26.931, -1.564)  0.21
H (-38.182, 27.420, -0.240)  0.30
H (-37.523, 27.849, -1.871)  0.31
O (-41.589, 27.108, -2.882)  -0.90
H (-41.641, 26.832, -3.812)  0.06
C (-44.109, 28.814, -4.221)  -1.05
S (-43.122, 29.750, -2.974)  0.80
O (-43.033, 31.164, -3.433)  -0.76
C (-44.457, 29.862, -1.750)  -1.30
H (-44.409, 27.929, -3.711)  0.14
H (-43.673, 28.713, -5.195)  0.43
H (-44.893, 29.504, -4.595)  0.45
H (-44.089, 30.480, -1.075)  0.46
H (-44.728, 28.839, -1.386)  0.34
H (-45.060, 30.657, -2.174)  0.44
C (-42.551, 24.549, -4.914)  -1.08
S (-44.000, 25.604, -5.235)  0.72
O (-44.667, 25.365, -6.519)  -0.69
C (-44.974, 24.621, -4.109)  -1.00
H (-42.951, 23.411, -5.315)  0.31
H (-42.295, 24.590, -3.982)  0.41
H (-41.962, 25.042, -5.659)  0.33
H (-44.639, 24.346, -3.031)  0.32
H (-45.232, 23.555, -4.437)  0.37
H (-45.851, 25.274, -3.827)  0.30

Multiplicity: 1
Total charge: 0
Frontier orbital gap in eV: 6.79
Molecular weight in Da: 315.5
E_HOMO in eV: -6.6
ΔE to the lowest compared entry with this formula, charge and spin in kcal/mol: 1.8
Largest force on an atom in eV/Å: 9.42



Record 2
Entry from the OMol25 dataset: C40H33LaN2O3PS4 as an isolated structure in a non-equilibrium geometry (ωB97M-V with the def2-TZVPD basis set).

Last column: Mulliken charge in e.
Geometry (Å):
La (1.001, -0.203, 0.696)  2.05
O (5.845, 0.246, 5.704)  -0.60
C (5.081, 0.222, 4.794)  0.55
S (5.550, 0.037, 3.137)  -0.21
C (4.003, -0.356, 2.565)  0.30
C (2.924, -0.399, 3.528)  -0.25
S (1.266, -0.968, 3.501)  -0.39
S (3.353, 0.316, 5.093)  -0.18
S (3.904, -0.414, 0.869)  -0.58
N (0.867, 2.580, -2.347)  0.02
P (1.131, 0.885, -2.678)  0.15
C (-0.282, 0.518, -3.718)  0.53
C (-0.221, 0.277, -5.110)  -0.41
C (-1.351, -0.099, -5.773)  -0.74
C (-2.617, -0.224, -5.118)  -0.29
C (-2.750, 0.248, -3.857)  -0.90
C (-1.530, 0.532, -3.113)  -0.14
C (2.589, 1.111, -3.774)  0.38
C (2.822, 0.032, -4.641)  -1.01
C (3.737, 0.104, -5.695)  -0.54
C (4.577, 1.146, -5.808)  -0.49
C (4.492, 2.221, -4.839)  -0.29
C (3.488, 2.242, -3.896)  -0.53
C (1.045, 3.210, -1.124)  0.26
C (0.672, 4.535, -0.949)  -0.88
C (0.850, 5.109, 0.317)  -0.35
C (1.291, 4.294, 1.379)  -1.00
C (1.482, 2.978, 1.147)  0.02
N (1.344, 2.386, -0.074)  0.19
H (0.807, 3.214, -3.162)  0.32
H (0.750, 0.391, -5.571)  0.56
H (-1.344, -0.084, -6.856)  0.34
H (-3.454, -0.638, -5.688)  0.39
H (-3.718, 0.416, -3.391)  0.41
H (-1.535, 0.694, -2.002)  0.03
H (2.161, -0.779, -4.516)  0.92
H (3.724, -0.687, -6.441)  0.36
H (5.222, 1.331, -6.699)  0.30
H (5.166, 3.132, -4.928)  0.29
H (3.387, 3.138, -3.266)  0.28
H (0.214, 5.004, -1.804)  0.40
H (0.839, 6.188, 0.451)  0.41
H (1.467, 4.749, 2.365)  0.42
H (1.665, 2.242, 1.981)  0.29
C (-3.127, 0.426, 7.393)  -1.49
C (-3.118, 0.392, 5.900)  0.66
C (-2.713, 1.440, 5.114)  -0.83
C (-2.635, 1.390, 3.760)  0.87
C (-2.464, 2.637, 2.925)  -1.26
C (-2.676, 0.135, 3.114)  0.86
C (-3.031, -1.026, 3.847)  0.98
C (-3.192, -2.415, 3.243)  -1.55
C (-3.198, -0.850, 5.232)  -0.78
C (-2.402, -0.027, 1.614)  -0.73
O (-3.219, -0.410, 0.797)  -0.66
O (-1.135, 0.292, 1.256)  0.00
H (-2.782, 1.418, 7.811)  0.32
H (-2.552, -0.339, 7.876)  0.38
H (-4.169, 0.242, 7.756)  0.31
H (-2.514, 2.406, 5.542)  0.25
H (-3.428, 2.768, 2.451)  0.36
H (-1.642, 2.618, 2.155)  0.02
H (-2.474, 3.569, 3.603)  0.37
H (-2.264, -3.028, 3.217)  0.23
H (-3.606, -2.339, 2.240)  0.36
H (-3.916, -2.966, 3.884)  0.40
H (-3.651, -1.682, 5.844)  0.21
C (-1.736, -4.070, -2.884)  -0.90
C (-2.182, -2.951, -2.191)  -0.65
C (-1.648, -2.487, -1.015)  0.18
C (-0.511, -3.195, -0.452)  0.69
C (0.334, -2.611, 0.538)  -0.55
C (1.348, -3.369, 0.982)  -0.01
C (1.712, -4.596, 0.389)  -0.89
C (1.039, -5.078, -0.684)  -0.73
C (-0.057, -4.374, -1.136)  1.15
C (-0.654, -4.761, -2.409)  -0.95
H (-2.269, -4.374, -3.760)  0.41
H (-3.002, -2.397, -2.638)  0.48
H (-2.046, -1.582, -0.499)  0.08
H (2.033, -2.993, 1.841)  -0.06
H (2.552, -5.127, 0.835)  0.38
H (1.255, -5.966, -1.242)  0.37
H (-0.177, -5.602, -2.939)  0.27

Multiplicity: 1
Total charge: -1
Frontier orbital gap in eV: 5.14
Molecular weight in Da: 887.9
E_HOMO in eV: -3.3
ΔE to the lowest compared entry with this formula, charge and spin in kcal/mol: 61.0
Largest force on an atom in eV/Å: 4.87